(1)
DFT (ωB97M-V/def2-TZVPD) results for C2H2O4 in the gas phase in a non-equilibrium geometry.

Output
HOMO (alpha / beta) ... -6.75 / -11.22 eV
Orbital gap (alpha / beta) ... 0.26629 / 0.28673 hartree

The geometry in ORCA input format:
```
! RIJCOSX wB97M-V def2-TZVPD def2/J DEFGRID3
* xyz 0 3
C 1.156 -0.368 0.014
C -0.335 0.096 0.341
O 1.672 -1.271 0.614
O 1.339 0.403 -0.931
O -0.610 1.241 0.843
O -1.178 -0.515 -0.438
H -1.354 1.685 0.397
H -0.691 -1.271 -0.840
*
```

(2)
DFT (ωB97M-V/def2-TZVPD) results for a gas-phase ion, C2H2O4P (charge -1) in a non-equilibrium geometry.

Output
HOMO ... -4.88 eV
Orbital gap ... 0.29111 hartree

The geometry in ORCA input format:
```
! RIJCOSX wB97M-V def2-TZVPD def2/J DEFGRID3
* xyz -1 1
C 1.778 -1.078 0.180
C 0.590 -1.362 -0.637
O 2.717 -1.820 0.502
O -2.053 -1.829 -0.041
O 1.655 0.210 0.239
O -1.009 -0.200 1.485
P -1.034 -0.806 -0.100
H -0.245 0.287 1.646
H -1.405 0.178 -0.989
*
```

(3)
DFT (ωB97M-V/def2-TZVPD) results for a molecular structure, C2H2O5Tl in a non-equilibrium geometry.

Output
HOMO (alpha / beta) ... -6.23 / -9.21 eV
Orbital gap (alpha / beta) ... 0.20330 / 0.31184 hartree

The geometry in ORCA input format:
```
! RIJCOSX wB97M-V def2-TZVPD def2/J DEFGRID3
* xyz 0 2
C 1.608 1.629 0.856
O 0.685 1.960 0.076
O 2.357 2.259 1.581
C -0.984 -1.883 0.553
O -0.970 -2.936 1.118
Tl -1.016 0.814 -0.947
O -0.329 -1.583 -0.575
H 0.097 -2.353 -0.974
O -2.042 -0.964 0.561
H -2.874 -1.377 0.832
*
```

(4)
DFT (ωB97M-V/def2-TZVPD) results for C2H2OS in the gas phase in a non-equilibrium geometry.

Output
HOMO ... -9.31 eV
Orbital gap ... 0.30337 hartree

The geometry in ORCA input format:
```
! RIJCOSX wB97M-V def2-TZVPD def2/J DEFGRID3
* xyz 0 1
C 0.367 -0.545 0.285
C -0.099 -0.913 1.459
O -0.785 -0.425 -0.553
S 2.042 -0.211 -0.331
H -0.448 0.241 -1.097
H 2.536 -0.455 0.840
*
```

(5)
DFT (ωB97M-V/def2-TZVPD) results for 2 unconnected molecules or ions with the total composition C2H2OS in a non-equilibrium geometry.

Output
HOMO (alpha / beta) ... -7.31 / -10.96 eV
Orbital gap (alpha / beta) ... 0.24994 / 0.35969 hartree

The geometry in ORCA input format:
```
! RIJCOSX wB97M-V def2-TZVPD def2/J DEFGRID3
* xyz 0 3
C -0.464 1.653 -1.589
C -1.896 0.218 0.569
O -2.769 -0.510 0.759
S 0.970 2.304 -1.653
H -1.169 1.755 -2.524
H -1.270 0.861 1.190
*
```

(6)
DFT (ωB97M-V/def2-TZVPD) results for 2 unconnected molecules or ions with the total composition C2H2OS2 in a non-equilibrium geometry.

Output
HOMO ... -8.81 eV
Orbital gap ... 0.30823 hartree
Structure (SMILES) ... O=C=S.C=S

The geometry in ORCA input format:
```
! RIJCOSX wB97M-V def2-TZVPD def2/J DEFGRID3
* xyz 0 1
O -1.698 -0.119 -0.509
C -1.642 -0.973 0.242
S -1.587 -2.000 1.414
C 1.279 0.854 -0.376
S 0.933 0.084 0.978
H 0.505 0.840 -1.251
H 2.210 1.313 -0.498
*
```

Let's list energy relative to the best compared isomer or geometry (same formula, charge and spin) in order: 5.9 82.9 0.0 90.2 48.8 10.9 kcal/mol.
Let's list energy in order: -378.20221 -719.74129 -626.04686 -550.64443 -550.64374 -948.98772 hartree.